Computed, not measured: a cluster of 4 separate species, C32H19F25INO6S3 in total in a non-equilibrium geometry, with ωB97M-V/def2-TZVPD.

## Properties
E, eV: -155809.394
HOMO, eV: -9.5623
LUMO level, eV: -1.23
Orbital gap, eV: 8.3

Geometry as XYZ:
```
87
C32H19F25INO6S3 | the Open Molecules 2025 dataset | ωB97M-V/def2-TZVPD
O 5.1513 -3.2228 2.0377
C 4.2258 -2.4651 2.0637
I 4.3848 -0.7269 3.3261
C 2.9790 -2.7741 1.2103
C 1.6379 -2.6507 1.9386
C 1.3357 -3.2106 3.1839
S 2.5822 -4.1557 4.0824
C 0.0646 -3.1015 3.7967
C -0.9330 -2.4151 3.1187
C -0.6605 -1.8124 1.8633
C 0.5981 -1.9315 1.2727
N 0.7999 -1.3293 -0.0339
C 1.2557 -0.1885 0.0524
S 1.5529 1.3419 -0.1126
C -1.8030 -1.0368 1.2023
O -1.6614 0.0392 0.6701
C -3.1631 -1.7245 1.3207
C -4.0440 -1.7534 0.2479
C -5.2619 -2.4378 0.4098
F -6.0834 -2.4893 -0.6510
C -5.5381 -3.0482 1.6292
S -7.0877 -3.9465 1.8105
C -4.6452 -3.0159 2.7239
C -3.4333 -2.3434 2.5681
C -2.3599 -2.2647 3.6543
O -2.6161 -2.1302 4.8284
H 3.0379 -3.7970 0.7968
H 3.0107 -2.0997 0.3353
H 2.1369 -5.4386 4.1158
H -0.1381 -3.5428 4.7777
H -3.7410 -1.2560 -0.6778
H -6.6888 -5.1661 2.2658
H -4.8983 -3.5359 3.6525
C 2.2328 2.6662 -6.5415
C 3.3818 3.5902 -6.0874
C 4.7822 2.9757 -6.0178
F 4.8555 1.9656 -5.1321
F 5.6710 3.9157 -5.6137
F 3.0515 4.1565 -4.9063
F 3.4442 4.6049 -6.9959
O 1.4072 2.0887 -5.5315
C 1.7895 0.9018 -4.9204
C 2.0395 1.0821 -3.4215
F 3.0121 1.9844 -3.1904
F 2.4394 -0.0897 -2.8720
F 2.8418 0.3580 -5.5580
F 0.7611 0.0397 -5.0792
H 1.5489 3.3102 -7.0954
H 2.5663 1.9208 -7.2643
H 5.0983 2.6112 -6.9991
H 1.1324 1.4181 -2.9153
C -7.6719 -1.3137 -3.2721
C -7.2277 -2.2023 -4.4525
C -6.4053 -1.5334 -5.5568
F -7.0809 -0.5482 -6.1750
F -6.0911 -2.4481 -6.5071
F -8.3119 -2.8167 -4.9740
F -6.4469 -3.1872 -3.9228
O -9.0049 -0.8041 -3.2992
C -9.2822 0.3742 -3.9792
C -10.2490 0.1535 -5.1456
F -9.7458 -0.7165 -6.0416
F -10.4656 1.3220 -5.7933
F -8.1445 0.9828 -4.3598
F -9.8745 1.1997 -3.0882
H -7.6629 -1.9648 -2.3986
H -6.9442 -0.5331 -3.0469
H -5.4720 -1.1270 -5.1572
H -11.2041 -0.2349 -4.7864
C 6.9836 1.8093 5.6954
C 5.5721 2.4190 5.8278
C 5.3439 3.7834 5.1722
F 6.1251 4.7417 5.7001
F 4.0600 4.1719 5.3683
F 5.2255 2.4494 7.1312
F 4.7139 1.5434 5.2219
O 7.8737 1.9531 6.7999
C 8.6495 3.0995 6.9195
C 8.3090 3.8964 8.1815
F 7.0190 4.2830 8.1832
F 9.0675 5.0154 8.2394
F 8.5729 3.8441 5.8023
F 9.9319 2.6852 7.0125
H 6.8261 0.7316 5.6306
H 7.4619 2.0813 4.7537
H 5.5214 3.7336 4.0941
H 8.4911 3.2979 9.0764
```